(1)
This record from the Open Molecules 2025 dataset describes the molecule C6H9N. The level of theory is the ωB97M-V functional and the def2-TZVPD basis.

Calculated values
HOMO level   -7.54 eV
Multiplicity   1
Electronic energy   -288.682659 Eh

Last column: natural (NBO) charge in e.
Cartesian coordinates (Å):
C1 -1.357 -0.883 -1.806  -0.671
C2 -0.291 -0.534 -0.817  0.344
C3 1.090 -0.357 -1.039  -0.476
C4 1.784 -0.056 0.135  -0.082
C5 0.593 1.436 1.713  -0.592
C6 0.689 0.009 1.164  -0.187
N1 -0.566 -0.355 0.467  -0.538
H1 -2.292 -0.353 -1.593  0.227
H2 -1.030 -0.633 -2.817  0.240
H3 -1.559 -1.960 -1.772  0.244
H4 1.520 -0.436 -2.035  0.211
H5 -0.349 1.607 2.245  0.197
H6 0.666 2.151 0.888  0.219
H7 1.426 1.627 2.393  0.230
H8 0.858 -0.712 1.974  0.232
H9 -1.486 -0.427 0.875  0.404



(2)
This record from the Open Molecules 2025 dataset describes the molecule C6H9N at a distorted geometry. The level of theory is the ωB97M-V functional and the def2-TZVPD basis.

Calculated values
HOMO level   -7.79 eV
Multiplicity   1
Electronic energy   -288.743282 Eh

Last column: natural (NBO) charge in e.
Cartesian coordinates (Å):
C1 -1.392 -1.496 0.043  -0.639
C2 -0.484 -0.423 -0.429  -0.051
C3 0.216 -0.379 -1.685  -0.308
C4 1.063 0.696 -1.679  -0.059
N1 0.808 1.427 -0.543  -0.512
C5 -0.060 0.698 0.264  0.082
C6 0.314 0.663 1.714  -0.647
H1 -2.393 -1.442 -0.395  0.224
H2 -1.598 -1.259 1.093  0.213
H3 -0.949 -2.495 0.061  0.218
H4 0.150 -1.205 -2.380  0.217
H5 1.948 0.817 -2.287  0.213
H6 1.302 2.250 -0.263  0.408
H7 -0.489 0.260 2.340  0.221
H8 1.261 0.199 2.016  0.214
H9 0.303 1.690 2.130  0.207



What energy above the lowest of the compared OMol25 structures with the same formula, charge and spin values result from the calculations? In sequence: 2.7043; 1.0547 eV.